Here is a 11-piece molecular cluster, C52H53BrF11IN2O33S overall in a non-equilibrium geometry from OMol25. Energies are from ωB97M-V with the def2-TZVPD basis set.

Geometry as XYZ:
```
154
Properties=species:S:1:pos:R:3:forces:R:3:mulliken_charge:R:1
H 3.179520 -3.391122 7.265496 0.22 -0.13 -0.01 0.313
O 9.306902 -6.876864 5.678142 0.13 0.11 0.57 -0.329
F -2.658425 2.257967 -1.151361 1.16 0.08 0.44 -0.369
H 3.867615 1.351969 -2.012514 0.27 -0.78 0.96 0.516
H -1.720700 -8.488734 1.614617 0.12 -0.17 0.10 0.283
C 3.881718 -4.189856 1.312474 0.79 -0.05 -0.45 -0.266
C 1.923968 7.117871 0.108081 1.09 -0.76 0.32 0.191
O -8.856031 3.922200 -3.479098 -0.06 -0.69 -0.15 -0.269
C 3.745647 -3.068494 6.392895 -0.14 0.13 0.79 -0.409
H -2.487077 -4.261250 3.314427 -0.03 -0.14 0.06 0.290
C 4.189435 6.910978 1.175807 -0.69 0.21 -0.99 -0.752
C 1.535720 1.056684 0.370046 0.49 0.09 -0.25 -0.816
H 0.806210 6.903751 -3.323811 0.09 -1.13 0.18 0.039
O -5.628926 5.576868 0.104267 -0.57 -0.21 0.10 -0.330
H -3.770445 -1.442745 -2.874476 0.19 0.11 0.14 0.388
C -1.913870 -7.736521 -5.294198 0.79 0.08 0.13 -0.400
C -3.146512 -7.045276 -5.797444 -0.18 -0.05 -0.57 0.691
H -0.974349 -7.167873 2.532991 0.10 0.08 -0.20 0.126
O -9.714620 1.923975 -2.901624 0.40 0.40 -0.15 -0.302
F -0.340049 -9.962581 3.083517 0.11 -0.04 0.13 -0.302
C 8.138141 -6.111585 7.477453 -0.19 -0.30 0.44 0.392
F -6.367304 2.232873 0.357806 -0.13 -0.11 -0.04 -0.316
H -1.558630 -8.510828 -5.978241 -0.19 0.08 -0.12 0.283
H 2.563709 -4.435036 5.154427 -0.09 0.09 -0.11 0.261
H -11.283788 3.158743 -2.375616 0.10 0.20 -0.10 0.293
H 8.173817 -5.019846 7.446153 -0.12 -0.04 0.12 0.293
H -11.549680 2.205030 -3.847344 0.19 -0.15 0.05 0.254
H -6.816247 3.405727 -1.208497 0.18 -0.08 0.37 0.239
C -10.808125 2.760126 -3.274479 -0.66 -0.46 0.05 -0.426
O -7.374797 4.236512 0.590940 0.31 0.43 -0.37 -0.344
O 3.463629 -2.829232 1.417365 -0.80 -0.35 0.29 -0.085
H 4.546861 -4.332956 0.461459 -0.11 0.27 -0.04 0.431
O -3.637272 -3.340135 0.932049 0.39 -0.47 -0.01 -0.252
H -0.403506 5.884915 -4.996157 0.63 -1.00 0.15 0.266
F -3.847294 -5.735031 3.381839 0.14 -0.06 0.08 -0.309
H -0.734845 3.245631 -2.332259 0.62 -0.61 0.89 -0.448
H -5.214143 -4.267285 1.892543 0.14 -0.18 0.08 0.291
C -2.830576 -1.802054 -3.291661 -0.51 0.53 -0.15 -0.472
C -8.593876 2.688432 -2.965107 0.46 -0.36 0.27 0.695
C -1.351010 1.804865 -0.820712 0.84 -1.17 -0.53 0.008
H -3.293478 -6.039526 -5.397832 -0.02 0.00 -0.17 -0.027
C 1.057033 10.073376 -5.651003 -0.02 0.54 -0.36 0.347
O -0.802545 7.463306 -6.632776 0.24 0.21 0.06 -0.523
H 4.408948 -4.477135 2.220628 -0.18 -0.15 -0.08 0.007
C -2.567364 -3.242683 -2.967996 -0.39 -0.32 -0.35 0.676
O -7.559960 6.472251 0.850353 0.17 -0.26 -0.04 -0.526
C 3.103713 -3.485969 5.103085 -0.44 0.55 -0.23 0.242
H -0.359426 6.679352 -1.398732 0.30 -1.03 0.06 0.499
F 7.176871 -6.512214 8.348262 -0.05 0.12 0.12 -0.293
C 2.609538 4.809167 1.079083 -0.81 -0.57 -1.01 0.372
O -0.079152 9.580256 -6.333750 0.29 -0.46 0.43 -0.319
H -0.675244 6.991083 2.454610 0.68 -0.87 0.59 0.415
C -6.915610 5.520916 0.546913 -0.24 0.69 0.31 0.593
H 5.242664 7.256515 1.283756 -0.92 -0.59 0.47 0.361
H 0.375760 1.859757 -2.230393 -0.59 0.69 0.81 0.044
C 2.543067 3.339200 1.187030 -0.57 1.59 -1.20 0.498
C -5.174175 4.229960 -0.021377 0.79 0.02 -0.17 -0.179
H -0.677819 4.341757 -4.082028 0.74 0.57 -0.28 0.441
C 0.738093 -8.496674 0.285100 0.27 0.08 -0.82 0.544
O 9.384768 -6.615794 7.915601 -0.03 0.33 -0.56 -0.339
C 3.611585 5.664768 1.933594 -0.39 0.51 -1.32 0.174
C -0.214659 2.575560 -1.592048 -0.22 0.53 0.02 -0.132
C 3.456656 2.585180 2.221260 -1.11 -0.54 -0.46 -1.199
O -7.513882 2.323354 -2.619566 -0.51 -0.05 -0.40 -0.596
F 1.376970 11.287301 -6.159667 -0.06 0.09 0.11 -0.294
F -10.764457 5.012664 -3.964310 0.05 0.04 -0.14 -0.279
C 0.247486 -8.950200 2.399437 -0.17 -0.59 0.06 0.424
F 2.285739 -2.519099 4.629783 -0.02 -0.18 0.10 -0.248
C 1.743885 5.563382 0.140772 0.04 -1.54 0.03 0.725
H 1.765074 5.417048 -2.906105 -1.04 0.34 -0.33 0.553
H 2.612420 9.255906 -6.922048 -0.16 0.19 0.02 0.286
H -4.627632 3.945268 0.881161 -0.15 -0.12 0.00 0.241
H 1.014179 -8.482151 3.022244 -0.03 -0.14 0.07 0.222
O 1.676130 -4.118681 1.896894 0.25 0.32 -0.29 -0.278
O 0.770232 5.601320 3.403865 2.60 1.69 -0.56 -0.166
C -4.267824 -3.778585 2.134874 -0.54 0.60 0.23 -0.504
C 0.743661 3.387098 -0.646922 0.81 0.51 0.53 0.625
H 2.863259 8.970880 -5.189463 -0.12 -0.21 -0.01 0.279
C 1.593406 2.627893 0.293910 0.29 1.46 0.33 0.932
C -2.748032 -4.304229 0.579371 0.31 0.00 -0.60 0.537
O -1.713409 -1.156078 -2.679858 0.29 -0.49 0.00 -0.225
I 5.120429 -0.872379 -0.994003 -0.16 0.75 -0.03 -0.025
C -0.117687 5.650843 -1.754451 0.68 -0.22 0.09 -1.679
C 0.726839 5.800148 -3.096968 -0.37 0.32 -0.15 -0.519
C 2.576118 -4.912476 1.147165 -0.03 -0.41 0.08 0.370
H -1.097727 -7.043151 -5.094753 -0.08 -0.08 0.22 0.279
F -3.035662 -4.060707 -3.951131 -0.03 -0.18 -0.13 -0.330
H 7.363299 -6.159538 5.458058 0.30 -0.01 -0.04 0.006
O -4.190606 -7.889574 -5.352740 0.43 0.20 0.49 -0.322
H 0.832103 10.168810 -4.585595 0.00 0.16 -0.06 0.277
C 5.267198 -3.954525 5.011511 0.77 -0.10 -0.03 0.394
C -10.130609 3.823519 -4.087270 -0.21 0.67 0.14 0.320
H 4.047012 1.591392 -0.253010 0.12 -0.96 -0.52 0.207
O 11.278136 -7.040503 6.759245 -0.34 0.00 0.05 -0.494
H 2.237982 -0.754350 -0.708975 -0.13 1.20 -0.08 0.466
H 7.518442 -7.758783 6.210935 0.04 0.05 0.28 0.266
Br 1.511892 4.139433 -5.340896 -0.69 0.39 0.08 -0.217
O 1.349356 7.855061 -6.083652 -0.48 0.36 0.01 -0.252
C -6.459589 3.475776 -0.180431 0.03 -0.37 0.25 0.568
O 3.900251 5.433183 3.078135 0.20 0.02 -0.55 -0.498
O -4.415069 -9.043884 -3.424481 0.18 0.12 -0.24 -0.508
O -2.121114 -4.302173 -0.432043 -0.11 -0.15 0.67 -0.571
C 2.265321 0.361324 -0.855520 0.31 -0.30 0.05 -0.348
H 0.478911 0.686271 0.493516 1.12 0.35 -0.37 0.147
O 4.206090 -3.613981 4.224277 0.17 -0.34 0.81 -0.080
O 5.009351 -3.727029 6.325807 -0.05 -0.12 -0.62 -0.322
C -3.252708 -4.731881 2.692506 -0.23 -0.52 0.22 0.310
O 0.842667 -9.477734 1.230554 0.01 0.70 0.07 -0.347
H -4.514888 4.115651 -0.880559 -0.07 0.19 0.02 0.060
C 3.777939 0.827788 -1.020651 -1.29 0.82 -0.43 -0.879
O -2.653052 -5.273944 1.529196 0.01 0.66 0.06 -0.143
C 7.962651 -6.762669 6.138741 -0.53 0.00 -0.78 -0.093
C 3.405647 7.593434 0.301522 -0.38 -1.03 0.37 -0.557
H 2.227445 -4.985549 0.114353 -0.07 -0.19 0.09 0.354
C 0.072319 8.225670 -6.377497 -0.45 -0.55 -0.36 0.667
H 1.535203 1.747185 2.991053 1.07 0.27 0.45 0.231
C 10.104685 -6.864408 6.780942 0.84 -0.30 -0.21 0.621
N -0.612545 4.054380 3.947655 2.68 -0.72 0.52 -0.382
H 3.901325 -1.989083 6.453780 -0.10 -0.03 -0.22 0.281
N -1.286302 5.026688 3.336968 0.20 2.70 -1.22 -0.368
C -0.725514 -2.090094 -2.577992 0.63 0.09 0.19 0.469
H -10.013740 3.576963 -5.145451 -0.02 0.16 0.01 0.295
C 0.790465 4.865068 -0.737910 0.61 -0.74 1.73 0.389
O 0.377141 -1.864712 -2.196561 -0.20 0.14 -0.11 -0.523
O -2.378866 -8.342852 -4.091023 -0.51 0.11 -0.21 -0.298
F 2.626646 -6.152348 1.701347 -0.13 -0.12 0.05 -0.357
O -0.158466 -7.541493 0.655534 0.34 -0.41 0.10 -0.115
C -3.727311 -8.482752 -4.213279 -0.32 -0.55 0.58 0.636
C 2.517005 2.106367 3.410878 -0.11 -0.13 -1.21 -0.615
H -2.825284 -1.604218 -4.366483 0.07 -0.18 0.01 0.273
H 4.337639 3.185794 2.544644 -0.98 -0.34 -0.08 0.571
O 6.288702 -4.401942 4.597876 -0.32 0.18 0.03 -0.558
C 0.084697 5.106204 -4.362141 -0.05 0.41 0.90 -0.513
H -4.466191 -2.941352 2.802482 0.12 0.09 -0.21 0.302
O -1.159448 -3.320211 -2.953020 -0.24 0.48 0.26 -0.279
O 1.547046 -1.875809 2.127338 0.10 -0.25 -0.19 -0.554
S 2.103451 3.400372 4.649689 -0.75 0.63 -0.02 -0.193
H 2.073820 0.670661 1.280939 -0.63 0.58 -0.91 0.045
O 1.355593 -8.475762 -0.728322 -0.18 -0.01 0.27 -0.511
H -1.309936 0.732713 -1.164700 -0.23 1.03 0.50 -0.136
H 3.009540 1.223557 3.904913 -0.60 1.11 0.09 0.461
H -1.107380 5.134845 -1.904748 1.12 0.41 0.09 0.624
C 2.110772 9.055227 -5.972682 0.76 -0.27 0.19 -0.436
C 0.722805 4.359112 3.993936 -4.06 0.66 -1.47 0.458
O 1.017461 7.908909 -0.014581 0.39 -0.35 -0.13 -0.564
H -2.960109 -3.562756 -2.001814 0.03 -0.04 -0.46 -0.055
F -3.167477 -7.006154 -7.153354 -0.08 0.12 -0.06 -0.295
H 3.772633 8.470911 -0.285957 -0.54 -0.77 0.74 0.373
H -1.154669 1.832633 0.282041 -0.76 0.32 -0.91 0.421
C 2.171224 -2.847657 1.843544 -0.04 0.91 0.06 0.465
C -0.439573 6.043883 2.978253 -0.76 -5.05 2.34 0.126
C -0.775406 -7.996980 1.855795 -0.50 0.59 0.18 -0.291
H 3.874890 1.637300 1.770557 -0.49 1.01 0.32 0.256
H 1.769522 0.553022 -1.836945 0.22 -0.19 0.92 -0.018
```
Positions in Å, forces in eV/Å.

Results
HOMO level ... -9.077 eV
Charge ... 0
HOMO-LUMO gap ... 8.0 eV
Molar mass ... 1681.83 g mol⁻¹
Calculated total energy ... -8974.11789 a.u.